(w)
The following is a DFT calculation (ωB97M-V with the def2-TZVPD basis set) of a cluster of 2 separate species, C8H12NO2P in total.

## Properties
- Kohn-Sham gap (spin up / spin down) (eV) = 8.98 / 4.38
- highest occupied orbital energy (spin up / spin down) (eV) = -8.36 / -6.07

The geometry in XYZ format:
```
24
Properties=species:S:1:pos:R:3:nbo_charge:R:1
C -0.64 2.92 0.27 -0.17
C -1.74 2.42 -0.38 -0.22
C 0.03 2.05 1.17 -0.22
C -2.23 1.14 -0.14 -0.20
C -0.44 0.76 1.48 -0.17
C -1.67 0.32 0.81 0.12
C 0.22 -2.68 0.72 -0.33
C 2.86 -0.49 -1.76 -0.25
N -1.99 -0.91 1.11 -0.57
O 0.96 -2.18 -0.40 -0.85
O 1.89 -1.30 -2.42 -0.83
P 0.53 -2.00 -1.85 1.06
H -0.29 3.88 0.21 0.21
H -2.04 3.19 -1.08 0.23
H 1.01 2.48 1.46 0.21
H -3.03 0.59 -0.61 0.22
H -0.05 0.05 2.16 0.22
H 0.77 -2.39 1.72 0.19
H 0.08 -3.80 0.62 0.19
H -0.79 -1.99 0.98 0.26
H 2.55 0.09 -0.82 0.18
H 3.22 0.36 -2.31 0.18
H 3.64 -1.21 -1.57 0.19
H -2.84 -1.31 0.63 0.35
```


(x)
The following is a DFT calculation (ωB97M-V with the def2-TZVPD basis set) of an isolated molecule of C8H12NO2P.

## Properties
- Kohn-Sham gap (eV) = 7.12
- highest occupied orbital energy (eV) = -6.65
- SMILES = CC(c1ccccc1)=P(N)(O)O

The geometry in XYZ format:
```
24
Properties=species:S:1:pos:R:3:nbo_charge:R:1
C -2.67 1.16 1.71 -0.28
C -2.58 -0.11 1.06 -0.17
C -1.67 2.06 1.56 -0.18
C -1.49 -0.43 0.28 -0.29
C -0.56 1.80 0.70 -0.26
C -0.45 0.51 0.09 -0.02
C 1.69 1.27 -1.18 -0.62
C 0.76 0.30 -0.62 -0.64
N 1.24 -2.18 0.63 -1.20
O 2.52 -1.60 -1.48 -0.99
O 0.40 -2.68 -1.77 -0.98
P 1.08 -1.45 -0.84 2.11
H -3.36 1.31 2.50 0.21
H -3.36 -0.87 1.13 0.21
H -1.73 3.06 1.80 0.20
H -1.43 -1.34 -0.29 0.21
H 0.04 2.57 0.43 0.20
H 1.23 2.01 -1.91 0.19
H 2.11 2.04 -0.49 0.20
H 2.40 0.68 -1.63 0.21
H 3.07 -1.02 -0.83 0.51
H 0.68 -1.49 1.25 0.45
H 1.45 -3.09 0.63 0.41
H 0.64 -2.54 -2.71 0.50
```


In terms of stability, (x) leads; the second structure lies 80.5 kcal/mol higher.